(1)
72
Properties=species:S:1:pos:R:3:forces:R:3:mulliken_charge:R:1 method="wB97M-V/def2-TZVPD" homo_lumo_gap_ev=7.05 total_energy_ev=-290228.967 charge=+1 homo_ev=-10.437 de_lowest_kj_mol=60.60
Ti -0.575 -0.696 0.078 -0.51 0.07 0.08 -0.295
O -3.130 -4.141 -0.901 -0.03 0.05 0.00 -0.526
C -2.064 -3.433 -1.192 -0.04 0.01 -0.02 0.485
O -1.932 -2.273 -0.827 0.13 0.00 0.06 -0.030
C -1.101 -4.183 -2.092 -0.02 0.00 -0.03 -0.730
O 0.175 -3.610 -2.129 -0.02 0.03 0.02 -0.390
C 1.002 -4.026 -1.037 0.01 -0.04 0.02 -0.408
C 0.349 -3.529 0.245 -0.02 -0.15 -0.05 0.398
O -0.293 -4.235 0.976 0.06 0.00 -0.03 -0.567
O 0.440 -2.214 0.376 -0.11 0.46 0.08 -0.213
H -3.723 -3.624 -0.329 0.03 -0.03 -0.02 0.409
H -1.524 -4.132 -3.099 0.01 -0.03 0.00 0.381
H -1.088 -5.233 -1.787 0.01 0.01 0.02 0.393
H 1.975 -3.564 -1.188 0.00 -0.01 0.00 0.272
H 1.089 -5.113 -1.013 -0.01 0.01 0.00 0.440
C -4.001 -0.148 -2.006 0.01 -0.01 -0.01 -1.305
C -4.012 0.456 -0.633 0.01 0.01 -0.01 0.963
C -5.143 1.222 -0.260 0.00 0.01 0.02 -1.195
C -5.192 1.854 0.946 0.00 -0.03 -0.03 -0.948
C -4.105 1.720 1.834 0.03 -0.02 -0.02 0.736
C -3.994 2.333 3.111 -0.01 0.01 0.00 -0.057
Br -5.391 3.430 3.749 0.02 -0.01 0.00 -0.187
C -2.887 2.150 3.885 0.01 0.01 0.04 -0.362
C -1.829 1.326 3.444 -0.13 -0.05 -0.05 -0.036
Br -0.323 1.073 4.527 0.03 -0.01 0.01 -0.107
C -1.915 0.701 2.230 -0.06 0.09 -0.05 0.234
O -0.980 -0.117 1.744 0.44 -0.32 -0.06 -0.037
C -3.040 0.914 1.399 0.05 0.05 0.11 -0.070
N -2.981 0.303 0.180 0.08 0.04 -0.09 0.263
H -5.004 -0.473 -2.280 0.00 0.00 0.00 0.594
H -3.316 -0.984 -2.074 0.00 0.00 0.01 -0.051
H -3.696 0.605 -2.737 0.00 0.00 0.00 0.206
H -5.963 1.302 -0.959 -0.01 0.01 0.00 0.530
H -6.048 2.452 1.229 0.00 0.00 0.00 0.374
H -2.808 2.629 4.851 -0.01 0.00 0.00 0.449
C 3.489 1.938 -0.152 0.01 0.00 0.00 -0.655
C 3.313 0.841 -0.987 -0.01 -0.02 -0.01 -0.857
C 2.123 0.132 -0.953 0.01 0.00 0.01 -0.400
C 1.107 0.494 -0.070 -0.21 -0.01 0.05 2.267
C 1.291 1.597 0.763 0.04 -0.02 -0.01 -0.248
C 2.478 2.320 0.714 -0.01 0.00 0.01 -0.692
H 4.421 2.488 -0.174 0.00 0.00 0.00 0.423
H 4.108 0.535 -1.655 0.00 0.00 0.00 0.446
H 2.009 -0.731 -1.604 0.00 0.00 0.00 0.252
H 0.534 1.883 1.483 0.00 0.01 0.00 0.122
H 2.619 3.167 1.374 0.00 0.00 0.00 0.461
C -0.905 2.339 -5.618 0.01 0.00 -0.03 -1.573
C -0.910 1.598 -4.318 0.00 -0.03 0.01 0.994
C -0.656 0.233 -4.248 -0.01 0.03 0.01 -1.091
C -0.653 -0.404 -3.022 0.00 0.01 0.01 -0.474
N -0.901 0.242 -1.880 0.18 -0.13 0.04 1.458
C -1.143 1.560 -1.932 0.11 0.04 -0.05 -0.591
C -1.155 2.262 -3.115 -0.05 -0.05 0.01 -1.119
H -0.737 1.671 -6.459 0.00 0.00 0.00 0.388
H -0.119 3.096 -5.617 0.00 0.00 0.00 0.350
H -1.853 2.857 -5.768 0.00 0.00 0.00 0.359
H -0.446 -0.337 -5.143 0.00 0.00 0.00 0.420
H -0.427 -1.461 -2.939 0.00 0.01 -0.01 0.337
H -1.304 2.062 -0.987 -0.01 0.00 -0.01 0.360
H -1.344 3.327 -3.098 -0.01 0.00 0.00 0.491
Br 5.925 -1.782 1.187 0.02 0.01 -0.01 -0.178
C 5.785 -0.846 2.825 -0.04 0.00 -0.05 0.261
C 6.951 -0.319 3.365 0.00 -0.01 -0.02 -0.433
C 6.906 0.384 4.556 -0.03 0.01 0.03 -0.483
C 5.695 0.562 5.210 0.06 0.01 -0.01 -0.647
C 4.535 0.036 4.670 -0.07 -0.05 -0.01 -0.504
C 4.568 -0.676 3.474 0.01 0.03 -0.02 0.221
I 2.773 -1.416 2.716 0.04 0.02 0.04 0.184
H 7.888 -0.464 2.845 0.00 0.00 0.00 0.395
H 7.818 0.790 4.973 0.01 0.00 0.00 0.369
H 5.653 1.108 6.142 -0.01 0.00 0.00 0.383
H 3.590 0.170 5.178 0.00 0.00 0.00 0.392



(2)
67
Properties=species:S:1:pos:R:3:forces:R:3:nbo_charge:R:1 method="wB97M-V/def2-TZVPD" homo_lumo_gap_ev=6.12 total_energy_ev=-59680.670 homo_ev=-6.867
F 4.983 1.394 3.743 -0.75 -0.82 -0.06 -0.310
C 3.928 0.578 3.526 -0.24 0.49 0.68 0.736
F 4.308 -0.440 2.740 -0.01 0.43 0.51 -0.317
F 3.489 0.073 4.713 0.69 0.29 -0.96 -0.323
S 2.521 1.590 2.774 -0.44 -1.00 -0.91 2.072
C 1.409 0.298 2.233 0.72 0.85 1.29 -0.703
C 0.033 0.530 2.684 0.86 0.08 -0.17 -0.045
C -0.700 -0.614 3.028 -0.50 0.00 0.25 -0.197
C -2.021 -0.517 3.427 -0.26 -0.37 -0.05 -0.165
C -2.675 0.718 3.382 0.28 0.39 0.13 -0.254
C -4.079 0.791 3.671 -3.05 0.31 0.45 0.310
N -5.243 0.859 3.852 3.17 -0.25 -0.46 -0.358
C -1.941 1.885 3.081 0.07 0.06 0.02 -0.170
C -0.590 1.806 2.752 -0.47 -0.12 -0.17 -0.177
O 1.956 2.329 3.879 0.65 0.19 -0.35 -0.919
O 3.108 2.254 1.629 -0.12 0.07 0.84 -0.924
H 1.850 -0.650 2.611 -0.40 0.54 -0.36 0.226
H -0.200 -1.583 3.016 -0.13 0.22 0.10 0.206
H -2.573 -1.391 3.795 0.30 0.38 -0.37 0.225
H -2.415 2.875 3.155 0.12 -0.61 -0.14 0.228
H -0.059 2.754 2.576 -0.14 -0.79 0.00 0.233
C -4.034 -2.924 2.066 0.06 0.20 -0.05 -0.231
C -4.883 -1.919 1.588 -0.18 -0.16 -0.02 -0.134
C -4.591 -1.273 0.383 0.20 -0.02 0.13 -0.216
C -3.424 -1.590 -0.313 -0.26 -0.28 0.38 -0.065
C -3.097 -0.856 -1.579 0.04 0.59 -0.14 -0.236
N -1.680 -0.413 -1.620 0.72 0.02 0.91 -0.305
C -0.833 -0.925 -2.739 -0.04 -0.08 0.20 -0.239
C -0.243 0.131 -3.636 0.12 0.14 -0.36 -0.058
C 1.023 -0.097 -4.185 0.04 0.34 -0.04 -0.195
C 1.621 0.863 -5.012 -0.29 0.00 0.14 -0.197
C 0.939 2.059 -5.287 0.03 -0.24 -0.08 -0.214
C -0.357 2.254 -4.795 -0.02 -0.20 0.17 -0.218
C -0.955 1.280 -3.981 0.42 0.15 -0.18 -0.168
C -1.127 0.158 -0.563 -0.35 0.21 -0.91 0.333
C 0.220 0.636 -0.565 0.69 -0.09 0.04 -0.545
C 1.252 -0.061 0.062 -1.25 -0.48 0.68 -0.067
C 2.626 0.080 -0.437 0.83 -0.05 -0.30 -0.105
C 3.587 -0.836 0.028 -0.50 0.46 0.01 -0.178
C 4.924 -0.700 -0.320 -0.22 -0.05 -0.31 -0.214
C 5.286 0.278 -1.258 0.03 -0.07 -0.04 -0.207
C 4.327 1.142 -1.807 -0.42 -0.37 0.37 -0.229
C 2.992 1.054 -1.390 0.34 -0.25 0.53 -0.119
C -2.574 -2.589 0.166 -0.19 -0.12 0.34 -0.216
C -2.869 -3.248 1.363 -0.12 0.11 -0.32 -0.198
H -4.268 -3.436 3.005 0.09 0.22 -0.36 0.225
H -5.775 -1.627 2.156 0.44 -0.18 -0.27 0.230
H -5.254 -0.506 -0.029 0.18 -0.21 0.33 0.218
H -3.247 -1.487 -2.460 -0.11 0.20 0.15 0.223
H -3.718 0.049 -1.660 0.02 -0.40 -0.13 0.225
H -0.015 -1.537 -2.308 -0.45 0.40 -0.08 0.241
H -1.493 -1.587 -3.312 0.21 0.11 0.08 0.217
H 1.537 -1.029 -3.936 -0.01 0.37 -0.09 0.219
H 2.618 0.675 -5.430 -0.47 0.14 0.22 0.225
H 1.413 2.826 -5.914 -0.26 -0.38 0.32 0.223
H -0.909 3.168 -5.035 0.24 -0.35 0.07 0.221
H -1.970 1.414 -3.606 0.23 0.12 -0.05 0.199
H -1.761 0.343 0.307 -0.27 -0.65 -0.03 0.224
H 0.416 1.593 -1.069 -0.14 -0.78 -0.26 0.253
H 1.026 -1.034 0.577 0.09 0.84 -1.27 0.220
H 3.229 -1.618 0.713 0.42 0.35 -0.23 0.206
H 5.653 -1.376 0.134 -0.12 0.30 -0.35 0.218
H 6.327 0.337 -1.584 -0.31 0.10 0.14 0.214
H 4.594 1.885 -2.559 0.08 -0.20 0.24 0.214
H 2.242 1.763 -1.759 0.45 -0.36 0.03 0.203
H -1.683 -2.852 -0.405 -0.09 0.05 0.22 0.209
H -2.182 -4.010 1.738 -0.28 0.19 -0.10 0.222



(3)
65
Properties=species:S:1:pos:R:3:forces:R:3:lowdin_spin:R:1 method="wB97M-V/def2-TZVPD" homo_lumo_gap_ev="3.12 / 4.85" total_energy_ev=-86470.123 charge=-2 multiplicity=5 homo_ev="1.073 / -0.665" s_squared=6.13
C 5.615 -0.428 -3.133 -1.14 0.43 -0.20 0.003
O 4.433 0.372 -3.402 1.65 -0.44 -0.52 0.038
C 3.182 -0.131 -3.192 -1.04 -0.60 0.50 0.104
C 2.104 0.680 -3.625 1.06 0.01 0.43 -0.013
C 0.896 0.577 -2.995 -0.84 -0.50 0.48 0.079
C 0.633 -0.422 -2.007 0.28 -0.46 -0.08 0.038
C -0.584 -0.421 -1.244 -0.89 0.49 0.10 0.389
C -1.305 -1.577 -0.781 1.46 -1.04 0.58 0.087
C -1.864 -1.825 0.568 1.71 -0.21 0.66 0.068
C -2.164 -3.235 0.701 1.54 -0.56 0.21 0.055
C -1.899 -3.868 -0.595 1.66 -0.59 0.75 0.055
C -1.429 -2.855 -1.497 2.35 0.06 0.71 0.043
Fe -3.196 -2.369 -0.773 0.46 1.48 0.62 2.676
C -4.424 -3.291 -2.006 -2.05 0.27 -0.63 0.046
C -4.155 -1.933 -2.451 -1.81 0.09 -0.68 0.029
C -4.548 -1.026 -1.385 -1.61 -0.15 -0.59 0.039
C -5.053 -1.824 -0.281 -1.75 0.11 -0.91 0.044
C -4.977 -3.222 -0.663 -1.86 0.16 -0.78 0.026
C 1.656 -1.408 -1.826 -0.86 -0.12 -0.15 0.090
C 2.897 -1.288 -2.425 0.57 0.97 -0.21 -0.009
H 6.437 0.130 -3.586 -0.08 -0.11 0.01 0.000
H 5.814 -0.533 -2.056 -0.26 -0.02 -0.18 0.000
H 5.532 -1.422 -3.592 0.04 0.16 0.08 0.001
H 2.276 1.453 -4.369 0.14 0.03 0.19 -0.002
H 0.067 1.235 -3.257 0.27 -0.03 0.02 0.006
H -1.019 0.567 -1.003 0.36 -0.45 -0.17 0.019
H -1.857 -1.094 1.377 -0.13 -0.23 -0.34 0.007
H -2.503 -3.742 1.617 0.14 0.38 -0.66 0.010
H -1.972 -4.931 -0.848 -0.23 0.52 0.23 0.010
H -1.099 -2.961 -2.524 -0.14 -0.18 0.12 0.006
H -4.324 -4.196 -2.602 0.20 0.24 0.24 0.010
H -3.810 -1.632 -3.441 0.05 -0.14 0.42 0.009
H -4.593 0.060 -1.453 0.29 -0.33 0.12 0.010
H -5.547 -1.441 0.612 0.46 -0.10 -0.19 0.010
H -5.368 -4.058 -0.087 0.27 0.20 -0.09 0.008
H 1.459 -2.268 -1.179 -0.04 0.37 -0.18 0.006
H 3.682 -2.021 -2.228 -0.20 0.27 0.13 -0.003
C -3.620 1.574 4.165 0.11 0.47 0.37 0.000
C -2.677 0.567 4.409 0.18 0.06 -0.98 0.000
C -1.547 0.479 3.592 -0.03 0.18 0.42 0.001
C -1.210 1.506 2.664 -0.62 -0.13 0.29 0.000
C 0.093 1.526 2.069 0.97 0.27 -0.15 0.002
C 1.050 0.565 2.457 1.70 -1.13 0.05 0.001
N 1.901 -0.212 2.735 -1.86 1.55 -0.40 0.000
S 0.738 2.971 1.238 -0.52 -3.35 0.43 0.000
C 2.500 2.622 1.191 1.10 0.51 -0.21 0.000
C 3.288 3.265 2.150 0.07 -0.07 0.07 0.000
C 4.677 3.153 2.143 -0.04 -0.12 -0.21 0.000
C 5.303 2.423 1.128 -0.23 0.04 0.00 0.000
C 4.538 1.801 0.136 -0.15 0.19 0.28 0.000
C 3.138 1.896 0.176 -0.01 0.08 0.03 0.000
O 0.234 2.970 -0.117 0.19 0.79 -0.22 0.000
O 0.585 4.128 2.071 -0.18 1.17 0.11 0.000
C -2.210 2.477 2.406 -0.28 0.16 0.05 0.000
C -3.373 2.549 3.177 0.14 -0.97 0.15 0.000
H -4.536 1.600 4.757 0.20 0.14 -0.09 0.000
H -2.819 -0.169 5.208 -0.13 0.16 -0.45 0.000
H -0.886 -0.389 3.667 -0.04 0.41 0.22 0.000
H 2.811 3.879 2.905 -0.09 -0.12 -0.05 0.000
H 5.262 3.652 2.925 -0.21 -0.22 -0.38 0.000
H 6.391 2.357 1.097 -0.20 -0.02 0.02 0.000
H 5.042 1.261 -0.678 -0.42 0.22 0.37 0.000
H 2.553 1.422 -0.601 -0.13 -0.03 -0.01 0.000
H -2.098 3.142 1.549 0.17 0.07 0.41 0.000
H -4.119 3.332 3.015 0.27 -0.28 -0.16 0.000



(4)
69
Properties=species:S:1:pos:R:3:forces:R:3:nbo_charge:R:1 method="wB97M-V/def2-TZVPD" homo_lumo_gap_ev=6.59 total_energy_ev=-51103.316 charge=+2 homo_ev=-13.150 de_lowest_kj_mol=0.00
Mo 0.839 0.354 0.351 -0.14 0.53 -0.47 1.050
O -2.828 0.125 1.715 -1.03 -0.96 -0.50 -0.721
C -2.891 0.570 3.020 -0.13 0.30 -0.69 0.405
C -4.070 0.740 3.708 -1.09 0.98 1.51 -0.309
C -4.125 1.458 4.958 1.33 -0.86 -1.75 -0.130
C -2.908 1.971 5.503 -0.70 -0.71 -0.66 -0.235
C -1.711 1.765 4.791 -0.49 -0.48 -0.17 -0.118
C -1.703 1.073 3.556 0.42 -0.02 0.35 -0.233
C -0.458 0.975 2.752 0.00 1.07 1.00 0.603
O -0.297 0.012 1.891 -0.08 0.19 0.38 -0.620
N 0.442 1.910 2.936 1.51 0.38 -1.58 -0.361
N 1.422 1.818 1.855 -1.81 -0.65 1.59 -0.275
C 2.434 2.594 1.781 0.06 -0.29 -0.57 0.108
C 3.255 2.370 0.570 -0.99 -2.04 0.47 0.227
C 4.557 2.789 0.461 1.66 1.57 0.52 -0.233
C 5.401 2.529 -0.605 -2.44 -2.11 -1.46 -0.092
C 4.785 1.662 -1.578 -0.08 1.31 1.74 -0.207
C 3.500 1.177 -1.378 -0.46 0.39 1.45 0.046
N 2.705 1.445 -0.289 1.79 1.25 -0.71 -0.455
H -3.618 -0.375 1.367 0.91 1.00 1.18 0.499
H -5.031 0.437 3.268 0.56 -0.01 0.13 0.225
H -5.144 1.557 5.349 0.76 0.25 0.38 0.241
H -2.911 2.479 6.468 0.07 -0.09 -0.37 0.242
H -0.732 2.075 5.161 -0.51 0.15 0.07 0.242
H 2.712 3.332 2.527 -0.26 -0.02 0.09 0.244
H 5.013 3.391 1.245 -0.57 0.06 0.12 0.250
H 6.397 2.930 -0.692 0.10 -0.06 0.01 0.261
H 5.220 1.370 -2.487 0.87 -0.19 -0.94 0.246
H 3.047 0.571 -2.124 -0.23 -0.62 -0.45 0.220
O -3.189 2.166 -5.148 0.10 -0.23 -0.28 -0.704
C -2.206 3.045 -4.698 0.00 0.00 1.33 -0.098
C -1.394 2.321 -3.633 -0.51 -0.16 0.10 0.091
C -0.210 2.839 -3.153 1.52 1.62 -0.20 -0.229
C 0.596 2.182 -2.234 -0.75 0.47 0.76 0.069
N 0.167 1.035 -1.654 0.25 0.05 -0.57 -0.508
C -0.998 0.504 -2.112 0.04 -0.09 0.46 0.175
C -1.798 1.116 -3.058 -0.04 -0.53 -0.60 -0.201
C -1.413 -0.748 -1.445 0.31 -1.40 1.70 0.256
C -2.518 -1.524 -1.729 -0.91 -1.36 -0.07 -0.245
C -2.805 -2.727 -1.011 1.58 0.58 0.01 0.085
C -3.888 -3.705 -1.328 -2.05 1.06 0.67 -0.102
O -4.733 -3.177 -2.304 -0.41 0.62 -0.84 -0.723
C -1.954 -3.082 0.040 -1.49 0.18 -0.14 -0.234
C -0.978 -2.185 0.390 2.24 -0.53 -0.05 0.109
N -0.630 -1.143 -0.378 -0.85 1.39 -0.66 -0.456
H -3.575 2.545 -5.938 -0.33 -0.05 -0.28 0.496
H -2.677 3.941 -4.269 0.17 -0.06 0.30 0.204
H -1.528 3.430 -5.444 0.30 -0.19 -0.61 0.200
H 0.134 3.845 -3.489 -0.24 -0.97 0.11 0.247
H 1.515 2.653 -1.816 -0.98 -0.52 -0.67 0.234
H -2.689 0.579 -3.388 0.17 0.49 0.04 0.266
H -3.199 -1.333 -2.538 -0.04 0.36 -0.25 0.259
H -4.509 -3.872 -0.401 0.85 -0.05 -0.49 0.196
H -3.521 -4.634 -1.673 0.95 -1.14 -0.02 0.211
H -5.298 -3.848 -2.711 0.25 0.10 0.26 0.498
H -2.219 -3.997 0.590 0.64 0.56 0.01 0.252
H -0.243 -2.391 1.198 -0.95 0.18 -0.41 0.237
C 1.859 -0.992 0.562 1.11 -0.51 -0.76 0.180
C 2.677 -2.149 0.559 0.57 -1.24 -0.96 -0.177
C 3.061 -2.852 -0.627 -0.82 0.82 0.78 -0.178
C 3.876 -3.937 -0.518 0.74 -1.02 -1.68 -0.197
C 4.397 -4.350 0.703 0.28 -1.35 -0.95 -0.146
C 4.049 -3.699 1.859 -0.15 -0.26 0.30 -0.209
C 3.165 -2.622 1.766 1.02 0.60 0.47 -0.148
H 2.688 -2.546 -1.581 -0.20 0.18 -0.42 0.218
H 4.164 -4.519 -1.445 -0.41 0.86 1.19 0.239
H 5.035 -5.260 0.629 -0.41 0.93 0.67 0.244
H 4.457 -4.097 2.786 -0.23 0.55 0.04 0.247
H 3.030 -1.920 2.561 -0.34 -0.29 0.99 0.223